1.
Formula: C33H44MnN4OPSi
Source: the OMol25 dataset
Level of theory: ωB97M-V with the def2-TZVPD basis set

```
85
Properties=species:S:1:pos:R:3
Mn -1.30565 0.50750 0.32420
C -2.14455 3.10402 1.52261
C -1.37791 3.40587 0.24105
N -1.46596 2.27087 -0.71305
C -2.66648 2.21559 -1.57826
C -3.86535 1.70162 -0.79556
N -3.47092 0.60860 0.15423
C -4.11337 0.72620 1.49936
C -3.06355 1.03745 2.57112
N -1.88741 1.69260 1.94585
H -1.83421 3.79339 2.30731
H -3.21547 3.23849 1.39012
H -1.73907 4.32913 -0.21563
H -0.32098 3.53741 0.47750
H -0.66061 2.35147 -1.33566
H -2.89420 3.19535 -2.00411
H -2.43239 1.54390 -2.40548
H -4.32020 2.51204 -0.23195
H -4.62127 1.34320 -1.49394
H -3.78526 -0.26766 -0.25229
H -4.88969 1.48830 1.46479
H -4.60959 -0.20849 1.75089
H -3.48623 1.67466 3.34965
H -2.71010 0.11799 3.03594
H -1.16127 1.70886 2.65798
C -3.50557 -3.12515 0.52164
Si -1.83104 -2.55621 -0.09231
C -1.90420 -1.46180 -1.66144
C -0.61002 -3.92105 -0.46591
N -1.22046 -1.31988 1.09034
C -0.61255 -1.66223 2.23390
C 0.12143 -0.70209 3.00745
C 0.74246 -1.05071 4.17428
C 0.66962 -2.37103 4.64953
C -0.05406 -3.33108 3.93138
C -0.67492 -2.99767 2.75814
H -4.17080 -3.35330 -0.31471
H -3.99979 -2.39842 1.16837
H -3.40778 -4.04798 1.09727
H -1.34404 -1.96144 -2.45274
H -1.41559 -0.47502 -1.54672
H -2.91010 -1.29983 -2.05553
H -1.16274 -4.83013 -0.71914
H 0.06779 -4.16564 0.35037
H 0.00230 -3.65659 -1.32928
H 0.24784 0.29806 2.61727
H 1.29688 -0.31115 4.73677
H 1.17694 -2.64593 5.56444
H -0.13150 -4.34149 4.31003
H -1.24949 -3.74971 2.23546
O 0.57386 0.63059 0.09022
P 1.82477 0.50700 -0.81686
C 2.13628 -1.22742 -1.14824
C 2.37960 -2.02559 -0.02495
C 2.74252 -3.34982 -0.19188
C 2.86395 -3.87991 -1.47290
C 2.61431 -3.09122 -2.58597
C 2.25638 -1.75753 -2.43060
C 3.25251 1.15494 0.03224
C 4.47484 1.12439 -0.64330
C 5.61365 1.58775 -0.00706
C 5.53578 2.05817 1.29916
C 4.32279 2.07282 1.97280
C 3.17359 1.62228 1.34030
C 1.51871 1.42512 -2.33022
C 0.52791 0.95950 -3.20568
C 0.23089 1.66543 -4.35975
C 0.91941 2.84008 -4.64865
C 1.89542 3.30826 -3.78049
C 2.19748 2.60863 -2.61950
H 2.30878 -1.59942 0.97094
H 2.95569 -3.96493 0.67263
H 3.17026 -4.90945 -1.60284
H 2.71676 -3.50393 -3.58060
H 2.09570 -1.14014 -3.30439
H 4.53853 0.72500 -1.64947
H 6.56088 1.57853 -0.52863
H 6.43087 2.40905 1.79489
H 4.27394 2.44028 2.98897
H 2.22125 1.63418 1.85660
H 0.01708 0.02402 -2.99963
H -0.51686 1.29242 -5.04770
H 0.70120 3.38553 -5.55703
H 2.43475 4.21762 -4.00922
H 2.95758 2.98683 -1.94875
```

Energy above the lowest of the compared OMol25 structures with the same formula, charge and spin = 35.3 kJ/mol
M = 626.74 g mol⁻¹
Expectation value of S² = 3.902
Charge = +3
Spin multiplicity = 4
HOMO-LUMO gap (alpha / beta) = 6.5 / 5.9 eV

---

2.
Formula: C33H45BiN3O5S3Si3
Source: the OMol25 dataset
Level of theory: ωB97M-V with the def2-TZVPD basis set

```
93
Properties=species:S:1:pos:R:3
Bi -0.08840 0.14480 -0.05240
C -1.16040 2.94050 -1.88920
C -1.82390 2.67350 -0.57510
N -2.80000 1.85150 -0.54950
N -3.49660 1.56590 0.53550
C -3.10030 0.93610 1.55220
S -1.54070 0.26290 2.01110
S -4.35850 0.57780 2.76190
C -4.89410 -1.04920 2.06500
C -5.98720 -0.80990 1.08240
C -5.71610 -0.61650 -0.26690
C -6.73830 -0.30140 -1.14600
C -8.04220 -0.18510 -0.69450
C -8.32020 -0.38600 0.64810
C -7.29940 -0.68770 1.52930
C -1.35920 3.41000 0.62280
C -2.18700 4.37580 1.17540
C -1.81590 5.07780 2.30600
C -0.59660 4.79340 2.89710
C 0.22330 3.81220 2.38650
C -0.12720 3.08650 1.23700
O 0.68930 2.16280 0.77820
H -1.39920 2.15090 -2.59690
H -0.08380 2.99740 -1.74280
H -1.49910 3.89860 -2.28730
H -5.23440 -1.63620 2.91620
H -4.00440 -1.49840 1.62920
H -4.70030 -0.69320 -0.62490
H -6.51330 -0.13680 -2.18940
H -8.84090 0.06470 -1.38060
H -9.33490 -0.30060 1.01240
H -7.50940 -0.81360 2.58280
H -3.13480 4.58380 0.69550
H -2.47520 5.82920 2.71750
H -0.29080 5.33730 3.77850
H 1.15350 3.56650 2.87690
C 1.53160 -2.11920 -3.15170
O 1.37620 -1.70990 -1.82060
Si 1.61530 -2.58740 -0.44540
C 3.27420 -3.53050 -0.67430
C 0.40930 -4.07270 -0.35950
C 1.51520 -1.22280 0.88020
Si 0.97240 -1.92150 2.56990
C 0.94880 -0.65220 4.00030
C 2.29360 -3.20800 3.09850
C -0.71020 -2.82480 2.55970
Si 3.07480 -0.10520 0.91430
C 3.25830 0.78370 -0.76680
C 3.17210 1.21800 2.28380
C 4.72120 -1.04790 1.25140
H 0.99710 -3.05250 -3.34050
H 2.59090 -2.27020 -3.38780
H 1.12310 -1.34200 -3.80060
H 3.13750 -4.33390 -1.39510
H 3.61920 -3.98510 0.24640
H 4.06480 -2.88820 -1.04450
H 0.60030 -4.76340 -1.17960
H -0.62400 -3.76060 -0.43480
H 0.51430 -4.62630 0.56700
H 1.93080 -0.54440 4.44990
H 0.26250 -0.97510 4.77850
H 0.61670 0.32370 3.66710
H 3.28610 -2.78210 3.02690
H 2.26560 -4.08760 2.46700
H 2.14250 -3.52650 4.12450
H -1.23970 -2.61780 1.63960
H -1.33680 -2.48410 3.37740
H -0.60260 -3.90040 2.65030
H 2.61600 1.65680 -0.77560
H 2.95850 0.14250 -1.58690
H 4.27570 1.11710 -0.95110
H 2.27820 1.82330 2.29350
H 4.01680 1.87680 2.10170
H 3.30540 0.78540 3.26780
H 4.73800 -2.04830 0.84900
H 4.90200 -1.12180 2.31770
H 5.56110 -0.50610 0.82800
O -2.01520 -2.59370 -4.34720
S -1.93270 -0.86710 -4.01800
O -0.78020 -0.40170 -4.75440
N -1.51750 -0.89030 -2.44480
C -1.94370 -1.77470 -1.59490
O -1.69870 -1.69220 -0.35890
C -2.67050 -2.98350 -2.06500
C -3.29860 -3.82200 -1.15350
C -3.88390 -5.00540 -1.56150
C -3.79280 -5.38720 -2.88980
C -3.14780 -4.58150 -3.80790
C -2.60550 -3.35790 -3.41410
H -3.32640 -3.52810 -0.11450
H -4.40550 -5.62960 -0.85270
H -4.22870 -6.32050 -3.21780
H -3.06250 -4.87310 -4.84480
```

M = 953.18 g mol⁻¹
Charge = -1
HOMO-LUMO gap = 7.8 eV